P | {"formula": "C3H4NO", "method": "ωB97M-V/def2-TZVPD", "species": ["C", "C", "C", "N", "O", "H", "H", "H", "H"], "coordinates": [[1.406, 0.079, -0.018], [-0.339, -0.718, 0.105], [-0.406, 0.776, -0.119], [1.242, -1.133, -0.119], [0.983, 1.216, 0.096], [-0.345, -1.141, 1.174], [-0.837, -1.355, -0.573], [-0.616, 0.986, -1.080], [-1.087, 1.290, 0.533]], "spin_multiplicity": 3, "total_charge": 1, "homo_ev": [-14.2, -19.3], "homo_lumo_gap_ev": [9.9, 9.0], "s_squared": 2.007}


Q | {"formula": "C3H4NO", "method": "ωB97M-V/def2-TZVPD", "species": ["C", "C", "C", "N", "O", "H", "H", "H", "H"], "coordinates": [[-0.317, -0.679, -0.714], [-0.335, -0.455, 1.573], [0.450, 0.599, -0.657], [0.629, 1.090, 0.577], [-0.624, -1.095, 0.532], [-0.859, -1.101, -1.484], [-0.470, -0.545, 2.547], [1.521, 0.834, -1.189], [0.006, 1.351, -1.185]], "spin_multiplicity": 3, "total_charge": 1, "homo_ev": [-14.3, -16.1], "homo_lumo_gap_ev": [7.9, 8.4], "s_squared": 2.037}


Stability verdict: P, ahead by 0.703 eV


P | {"formula": "CH7N3S", "method": "ωB97M-V/def2-TZVPD", "species": ["N", "C", "N", "N", "H", "H", "H", "H", "H", "H", "S", "H"], "coordinates": [[0.056, 1.330, 0.443], [-0.760, 0.368, 0.208], [-2.047, 0.463, 0.729], [-0.532, -0.882, -0.347], [1.920, -0.209, 0.381], [0.900, 1.246, -0.118], [-2.363, -0.385, 1.180], [-2.164, 1.247, 1.354], [0.441, -1.035, -0.632], [-1.241, -1.175, -1.002], [2.514, -1.037, -1.082], [3.276, 0.069, -1.113]], "homo_ev": -9.3, "homo_lumo_gap_ev": 9.0}


Q | {"formula": "CH7N3S", "method": "ωB97M-V/def2-TZVPD", "species": ["C", "N", "N", "N", "S", "H", "H", "H", "H", "H", "H", "H"], "coordinates": [[-0.837, -0.907, 0.320], [-1.823, 0.206, -1.622], [0.316, 0.416, -1.151], [-0.820, -0.061, -0.944], [3.673, 1.899, 0.684], [-1.024, -2.024, 0.308], [0.179, -0.821, 0.544], [-1.497, -0.459, 1.209], [2.638, 1.436, -0.218], [-2.588, -0.377, -1.386], [0.225, 1.026, -2.026], [2.821, 1.679, 1.813]], "homo_ev": -9.1, "homo_lumo_gap_ev": 9.8}


Stability verdict: P, ahead by 2.108 eV


P | {"formula": "C3H2ClNO", "method": "ωB97M-V/def2-TZVPD", "species": ["C", "C", "C", "N", "O", "Cl", "H", "H"], "coordinates": [[0.599, 1.837, 0.978], [-0.616, 2.259, 0.197], [-0.066, 0.192, -0.019], [-1.030, 1.207, -0.383], [1.528, 2.312, 1.464], [-1.389, 3.833, 0.166], [0.629, -0.207, -0.901], [-0.506, -0.471, 0.722]], "spin_multiplicity": 3, "homo_ev": [-7.1, -10.7], "homo_lumo_gap_ev": [7.6, 8.0], "s_squared": 2.018}


Q | {"formula": "C3H2ClNO", "method": "ωB97M-V/def2-TZVPD", "species": ["C", "C", "C", "N", "O", "Cl", "H", "H"], "coordinates": [[2.362, 0.467, -0.785], [-2.053, 0.154, 0.820], [-0.966, -0.330, 0.349], [1.660, -0.255, -0.290], [-3.044, 0.574, 1.230], [-1.152, -1.734, -0.674], [3.027, 1.203, -1.167], [0.165, -0.079, 0.516]], "spin_multiplicity": 3, "homo_ev": [-5.9, -11.0], "homo_lumo_gap_ev": [6.6, 9.2], "s_squared": 2.009}


Stability verdict: Q, ahead by 0.061 eV